No. 1
Density functional theory data (ωB97M-V with the def2-TZVPD basis set) for the molecule C24H29N3O3.

```
59
Properties=species:S:1:pos:R:3
C -2.561 6.419 0.330
O -1.991 5.189 0.696
C -1.635 4.992 2.011
C -1.736 5.977 2.976
C -1.418 5.717 4.302
C -0.995 4.455 4.661
C -0.867 3.468 3.700
C -1.167 3.700 2.358
N -1.117 2.698 1.396
C -1.014 1.309 1.791
C 0.445 0.828 1.898
N 1.206 1.092 0.687
C 0.982 0.121 -0.364
C 1.950 -1.059 -0.174
N 1.475 -2.257 -0.851
C 0.566 -3.042 -0.157
O 0.299 -2.801 1.002
C -0.071 -4.127 -0.920
C -1.148 -4.790 -0.333
C -1.795 -5.802 -1.010
C -1.363 -6.156 -2.279
C -0.291 -5.505 -2.863
C 0.366 -4.478 -2.197
C 1.572 -3.800 -2.785
C 1.481 -3.637 -4.306
C 2.816 -4.643 -2.427
C 1.847 -2.434 -2.166
O 2.459 -1.572 -2.752
C 1.063 2.482 0.298
C -0.404 2.919 0.153
H -2.813 6.320 -0.725
H -1.855 7.248 0.454
H -3.472 6.629 0.900
H -2.084 6.963 2.712
H -1.512 6.500 5.038
H -0.751 4.232 5.689
H -0.518 2.496 4.010
H -1.546 1.147 2.728
H -1.524 0.723 1.016
H 0.462 -0.243 2.106
H 0.950 1.352 2.715
H -0.046 -0.274 -0.366
H 1.168 0.578 -1.337
H 2.032 -1.294 0.888
H 2.933 -0.808 -0.572
H -1.454 -4.489 0.658
H -2.629 -6.315 -0.557
H -1.863 -6.948 -2.818
H 0.033 -5.803 -3.847
H 0.506 -3.246 -4.588
H 1.647 -4.582 -4.813
H 2.241 -2.932 -4.631
H 2.718 -5.641 -2.847
H 3.710 -4.174 -2.832
H 2.923 -4.731 -1.347
H 1.604 2.646 -0.636
H 1.534 3.087 1.081
H -0.456 3.968 -0.125
H -0.891 2.326 -0.629
```

Computed properties:
Kohn-Sham gap ... 7.31 eV
Net charge ... 0
Spin multiplicity ... 1
Energy relative to the best compared isomer or geometry (same formula, charge and spin) ... 2.479 eV
SMILES ... COc1ccccc1N1CCN(CCN2C(=O)c3ccccc3C(C)(C)C2=O)CC1
Total energy ... -35972.1898 eV

Let us look at the Mulliken charges, expressed in e, one per atom: number 1, C, carries -1.031; number 2, O, carries -0.374; number 3, C, carries 0.528; number 4, C, carries -0.405; number 5, C, carries -0.761; number 6, C, carries -1.058; number 7, C, carries -0.376; number 8, C, carries 1.046; number 9, N, carries 0.087; number 10, C, carries -1.312; number 11, C, carries -0.576; number 12, N, carries 0.148; number 13, C, carries -0.209; number 14, C, carries -1.809; number 15, N, carries 0.380; number 16, C, carries 0.320; number 17, O, carries -0.682; number 18, C, carries 0.370; number 19, C, carries -0.682; number 20, C, carries -0.564; number 21, C, carries -0.669; number 22, C, carries -0.717; number 23, C, carries 0.217; number 24, C, carries 2.390; number 25, C, carries -2.035; number 26, C, carries -1.707; number 27, C, carries 0.173; number 28, O, carries -0.630; number 29, C, carries -1.156; number 30, C, carries -0.509; number 31, H, carries 0.246; number 32, H, carries 0.390; number 33, H, carries 0.380; number 34, H, carries 0.388; number 35, H, carries 0.375; number 36, H, carries 0.375; number 37, H, carries 0.297; number 38, H, carries 0.591; number 39, H, carries 0.380; number 40, H, carries 0.311; number 41, H, carries 0.524; number 42, H, carries 0.108; number 43, H, carries 0.536; number 44, H, carries 0.612; number 45, H, carries 0.262; number 46, H, carries 0.515; number 47, H, carries 0.421; number 48, H, carries 0.410; number 49, H, carries 0.334; number 50, H, carries 0.443; number 51, H, carries 0.404; number 52, H, carries 0.472; number 53, H, carries 0.429; number 54, H, carries 0.393; number 55, H, carries 0.414; number 56, H, carries 0.453; number 57, H, carries 0.440; number 58, H, carries 0.416; number 59, H, carries 0.285

No. 2
Density functional theory data (ωB97M-V with the def2-TZVPD basis set) for the molecule C24H29N3O4.

```
60
Properties=species:S:1:pos:R:3
C 7.873 0.202 1.801
O 7.221 1.111 0.950
C 5.925 0.853 0.601
C 5.182 -0.238 1.022
C 3.871 -0.388 0.596
C 3.283 0.537 -0.250
N 1.977 0.454 -0.718
C 1.032 -0.502 -0.524
C -0.226 -0.318 -1.170
C -1.214 -1.244 -1.009
C -2.536 -0.986 -1.663
O -2.645 -0.684 -2.834
N -3.592 -1.083 -0.819
C -4.946 -0.800 -1.236
C -5.440 0.565 -0.755
C -5.532 0.647 0.775
O -6.254 1.768 1.222
C -5.552 3.006 1.234
C -4.739 3.167 2.520
C -6.600 4.108 1.110
C -0.951 -2.411 -0.232
C -1.848 -3.483 -0.080
C -1.517 -4.565 0.692
C -0.276 -4.621 1.340
C 0.630 -3.608 1.188
C 0.326 -2.487 0.389
N 1.272 -1.541 0.247
C 4.041 1.649 -0.677
O 3.390 2.524 -1.512
C 4.102 3.639 -1.991
C 5.344 1.796 -0.251
H 8.878 0.597 1.940
H 7.374 0.132 2.773
H 7.935 -0.795 1.353
H 5.601 -0.982 1.678
H 3.284 -1.233 0.914
H 1.726 1.214 -1.336
H -0.399 0.561 -1.775
H -3.426 -1.273 0.156
H -5.606 -1.590 -0.864
H -4.939 -0.821 -2.329
H -4.770 1.337 -1.136
H -6.435 0.745 -1.167
H -4.527 0.627 1.218
H -6.094 -0.215 1.150
H -4.873 3.056 0.370
H -4.225 4.124 2.518
H -5.402 3.121 3.380
H -3.996 2.377 2.614
H -6.123 5.084 1.113
H -7.292 4.045 1.945
H -7.161 3.987 0.188
H -2.796 -3.458 -0.598
H -2.212 -5.385 0.800
H -0.035 -5.480 1.949
H 1.600 -3.644 1.659
H 4.419 4.293 -1.173
H 3.407 4.177 -2.636
H 4.976 3.335 -2.574
H 5.954 2.630 -0.556
```

Computed properties:
Kohn-Sham gap ... 7.55 eV
Net charge ... 0
Spin multiplicity ... 1
Energy relative to the best compared isomer or geometry (same formula, charge and spin) ... 2.109 eV
SMILES ... COc1ccc(Nc2cc(C(=O)NCCCOC(C)C)c3ccccc3n2)c(OC)c1
Total energy ... -38019.2544 eV

Let us look at the Mulliken charges, expressed in e, one per atom: number 1, C, carries -0.842; number 2, O, carries -0.467; number 3, C, carries 0.486; number 4, C, carries -0.808; number 5, C, carries -0.746; number 6, C, carries -0.505; number 7, N, carries -0.004; number 8, C, carries 0.471; number 9, C, carries -0.054; number 10, C, carries 0.547; number 11, C, carries -0.251; number 12, O, carries -0.649; number 13, N, carries 0.017; number 14, C, carries -1.124; number 15, C, carries -0.298; number 16, C, carries -0.472; number 17, O, carries -0.379; number 18, C, carries 0.751; number 19, C, carries -1.313; number 20, C, carries -1.445; number 21, C, carries 0.776; number 22, C, carries -0.326; number 23, C, carries -0.744; number 24, C, carries -0.559; number 25, C, carries -0.380; number 26, C, carries -0.948; number 27, N, carries -0.456; number 28, C, carries 0.976; number 29, O, carries -0.466; number 30, C, carries -0.914; number 31, C, carries -0.245; number 32, H, carries 0.251; number 33, H, carries 0.333; number 34, H, carries 0.335; number 35, H, carries 0.387; number 36, H, carries 0.659; number 37, H, carries 0.217; number 38, H, carries 0.478; number 39, H, carries 0.363; number 40, H, carries 0.398; number 41, H, carries 0.390; number 42, H, carries 0.253; number 43, H, carries 0.310; number 44, H, carries 0.206; number 45, H, carries 0.296; number 46, H, carries 0.190; number 47, H, carries 0.393; number 48, H, carries 0.314; number 49, H, carries 0.319; number 50, H, carries 0.399; number 51, H, carries 0.330; number 52, H, carries 0.346; number 53, H, carries 0.542; number 54, H, carries 0.402; number 55, H, carries 0.396; number 56, H, carries 0.459; number 57, H, carries 0.346; number 58, H, carries 0.255; number 59, H, carries 0.352; number 60, H, carries 0.451

No. 3
Density functional theory data (ωB97M-V with the def2-TZVPD basis set) for the molecule C24H29N3O4.

```
60
Properties=species:S:1:pos:R:3
C -4.734 -5.106 -0.531
C -3.592 -4.267 0.025
C -4.067 -2.858 0.387
O -3.043 -2.065 0.956
C -2.127 -1.465 0.159
C -2.070 -1.541 -1.229
C -1.083 -0.852 -1.915
C -0.165 -0.067 -1.248
C -0.224 0.028 0.139
C 0.710 0.961 0.875
C 0.674 2.349 0.291
C -0.409 3.094 -0.072
O -0.270 4.259 -0.684
C -1.795 2.614 0.093
C -2.285 2.158 1.313
C -3.576 1.658 1.357
N -4.364 1.582 0.300
C -3.905 2.035 -0.853
C -2.638 2.570 -1.014
C 2.006 2.736 -0.107
O 2.317 3.797 -0.637
C 2.906 1.552 0.196
O 4.098 1.445 0.004
N 2.108 0.603 0.738
C 2.621 -0.681 1.152
C 2.753 -1.649 -0.027
C 3.539 -2.928 0.337
N 4.951 -2.945 0.023
C 5.736 -1.948 0.723
C 5.237 -2.943 -1.395
C -1.184 -0.684 0.831
H -4.384 -6.105 -0.777
H -5.139 -4.653 -1.434
H -5.536 -5.191 0.198
H -3.187 -4.736 0.924
H -2.784 -4.206 -0.707
H -4.831 -2.917 1.167
H -4.506 -2.356 -0.483
H -2.783 -2.125 -1.787
H -1.043 -0.926 -2.992
H 0.592 0.476 -1.794
H 0.447 0.959 1.943
H 0.702 4.435 -0.819
H -1.680 2.210 2.205
H -3.999 1.290 2.282
H -4.589 1.966 -1.689
H -2.299 2.929 -1.972
H 1.953 -1.095 1.911
H 3.605 -0.506 1.595
H 3.267 -1.131 -0.838
H 1.756 -1.915 -0.381
H 3.441 -3.117 1.411
H 3.094 -3.777 -0.188
H 6.792 -2.170 0.565
H 5.548 -0.921 0.381
H 5.529 -2.017 1.790
H 4.637 -3.708 -1.885
H 6.291 -3.187 -1.535
H 5.046 -1.976 -1.884
H -1.247 -0.635 1.907
```

Computed properties:
Kohn-Sham gap ... 7.60 eV
Net charge ... 0
Spin multiplicity ... 1
Energy relative to the best compared isomer or geometry (same formula, charge and spin) ... 2.568 eV
SMILES ... CCCOc1cccc([C@@H]2/C(=C(/O)c3ccncc3)C(=O)C(=O)N2CCCN(C)C)c1
Total energy ... -38018.7954 eV

Let us look at the Mulliken charges, expressed in e, one per atom: number 1, C, carries -1.336; number 2, C, carries -0.080; number 3, C, carries -0.851; number 4, O, carries -0.431; number 5, C, carries -0.141; number 6, C, carries -0.277; number 7, C, carries -1.903; number 8, C, carries -0.099; number 9, C, carries 0.547; number 10, C, carries -0.432; number 11, C, carries -0.603; number 12, C, carries 0.436; number 13, O, carries -0.617; number 14, C, carries 0.449; number 15, C, carries -0.146; number 16, C, carries -0.486; number 17, N, carries -0.588; number 18, C, carries -0.469; number 19, C, carries -0.448; number 20, C, carries 0.607; number 21, O, carries -0.792; number 22, C, carries 0.382; number 23, O, carries -0.662; number 24, N, carries 0.420; number 25, C, carries -1.311; number 26, C, carries 0.595; number 27, C, carries -1.447; number 28, N, carries 0.073; number 29, C, carries -0.985; number 30, C, carries -0.914; number 31, C, carries 0.751; number 32, H, carries 0.363; number 33, H, carries 0.341; number 34, H, carries 0.333; number 35, H, carries 0.321; number 36, H, carries 0.314; number 37, H, carries 0.451; number 38, H, carries 0.336; number 39, H, carries 0.513; number 40, H, carries 0.405; number 41, H, carries 0.535; number 42, H, carries 0.317; number 43, H, carries 0.457; number 44, H, carries 0.487; number 45, H, carries 0.397; number 46, H, carries 0.381; number 47, H, carries 0.455; number 48, H, carries 0.263; number 49, H, carries 0.575; number 50, H, carries 0.258; number 51, H, carries -0.056; number 52, H, carries 0.426; number 53, H, carries 0.402; number 54, H, carries 0.363; number 55, H, carries 0.331; number 56, H, carries 0.293; number 57, H, carries 0.301; number 58, H, carries 0.330; number 59, H, carries 0.309; number 60, H, carries 0.554

No. 4
Density functional theory data (ωB97M-V with the def2-TZVPD basis set) for the molecule C24H29N3O6S.

```
63
Properties=species:S:1:pos:R:3
C 5.465 -2.910 2.506
O 4.650 -3.025 1.367
C 3.799 -1.999 1.076
C 3.618 -0.865 1.847
C 2.712 0.121 1.477
C 1.975 -0.026 0.316
N 1.001 0.900 -0.090
C 0.831 2.184 0.328
O 1.545 2.749 1.125
C -0.419 2.827 -0.275
C -0.675 4.216 0.305
C -2.089 4.669 -0.082
N -2.495 4.129 -1.362
S -3.852 3.181 -1.458
O -4.201 3.096 -2.845
O -4.797 3.705 -0.518
C -3.367 1.541 -0.910
C -3.393 1.229 0.437
C -2.841 0.042 0.883
C -2.259 -0.851 -0.024
N -1.637 -2.012 0.435
C -1.728 -2.423 1.828
C -1.180 -3.851 1.832
C -0.213 -3.850 0.657
C -0.770 -2.796 -0.276
O -0.469 -2.658 -1.440
C -2.313 -0.554 -1.391
C -2.856 0.641 -1.824
C -1.436 3.917 -2.312
C -0.363 2.924 -1.807
C 2.161 -1.156 -0.484
C 3.058 -2.143 -0.120
O 3.294 -3.280 -0.825
C 2.691 -3.421 -2.093
H 6.077 -3.810 2.520
H 4.871 -2.862 3.425
H 6.116 -2.031 2.449
H 4.181 -0.727 2.755
H 2.591 0.998 2.087
H 0.389 0.564 -0.821
H -1.256 2.183 0.013
H 0.072 4.907 -0.086
H -0.567 4.196 1.389
H -2.830 4.339 0.646
H -2.134 5.764 -0.131
H -3.839 1.928 1.127
H -2.847 -0.168 1.939
H -2.763 -2.380 2.172
H -1.112 -1.764 2.453
H -0.702 -4.101 2.777
H -1.988 -4.562 1.654
H -0.125 -4.810 0.152
H 0.790 -3.531 0.952
H -1.914 -1.252 -2.106
H -2.896 0.887 -2.874
H -1.908 3.560 -3.227
H -0.978 4.890 -2.518
H 0.623 3.275 -2.114
H -0.527 1.942 -2.254
H 1.583 -1.256 -1.389
H 1.600 -3.419 -2.030
H 3.017 -2.629 -2.775
H 3.033 -4.383 -2.469
```

Computed properties:
Kohn-Sham gap ... 8.12 eV
Net charge ... 0
Spin multiplicity ... 1
Energy relative to the best compared isomer or geometry (same formula, charge and spin) ... 0.696 eV
SMILES ... COc1ccc(NC(=O)C2CCN(S(=O)(=O)c3ccc(N4CCCC4=O)cc3)CC2)cc1OC
Total energy ... -52949.7007 eV

Let us look at the Mulliken charges, expressed in e, one per atom: number 1, C, carries -0.976; number 2, O, carries -0.432; number 3, C, carries 0.889; number 4, C, carries -0.435; number 5, C, carries -1.322; number 6, C, carries -0.451; number 7, N, carries 0.338; number 8, C, carries -0.061; number 9, O, carries -0.716; number 10, C, carries 2.296; number 11, C, carries -1.243; number 12, C, carries -0.751; number 13, N, carries 0.135; number 14, S, carries 1.272; number 15, O, carries -0.746; number 16, O, carries -0.713; number 17, C, carries 0.051; number 18, C, carries -1.074; number 19, C, carries -0.302; number 20, C, carries 0.662; number 21, N, carries 0.261; number 22, C, carries -0.826; number 23, C, carries -0.907; number 24, C, carries -0.447; number 25, C, carries 0.566; number 26, O, carries -0.667; number 27, C, carries -0.706; number 28, C, carries -0.591; number 29, C, carries -1.099; number 30, C, carries -0.502; number 31, C, carries 0.117; number 32, C, carries 0.674; number 33, O, carries -0.423; number 34, C, carries -0.742; number 35, H, carries 0.241; number 36, H, carries 0.362; number 37, H, carries 0.374; number 38, H, carries 0.397; number 39, H, carries 0.497; number 40, H, carries -0.250; number 41, H, carries -0.895; number 42, H, carries 0.427; number 43, H, carries 0.358; number 44, H, carries 0.354; number 45, H, carries 0.320; number 46, H, carries 0.436; number 47, H, carries 0.451; number 48, H, carries 0.464; number 49, H, carries 0.377; number 50, H, carries 0.402; number 51, H, carries 0.338; number 52, H, carries 0.452; number 53, H, carries 0.002; number 54, H, carries 0.501; number 55, H, carries 0.577; number 56, H, carries 0.411; number 57, H, carries 0.320; number 58, H, carries 0.530; number 59, H, carries 0.198; number 60, H, carries 0.426; number 61, H, carries 0.203; number 62, H, carries 0.340; number 63, H, carries 0.258